Computed, not measured: C26H28N6O4SW as an isolated structure, with ωB97M-V/def2-TZVPD.

Results
HOMO energy (alpha / beta)	-0.45303 / -0.45256	Ha
net charge	+2
frontier orbital gap (alpha / beta)	4.71 / 4.53	eV

Geometry as XYZ:
```
66
Properties=species:S:1:pos:R:3:forces:R:3
W 0.5526 0.8228 -0.1628 -1.0676 1.4955 0.7970
N 3.0882 1.2247 -0.0296 -0.0023 -0.3146 -0.1117
C 3.7627 -0.0528 0.1204 0.3687 -0.0368 -0.0330
C 5.1122 -0.1577 0.3803 -0.7358 0.1453 -0.1230
C 5.7012 -1.4166 0.5233 -0.0740 -0.4264 0.0469
C 4.9392 -2.5507 0.4123 0.1577 0.2499 -0.0102
C 3.5644 -2.4717 0.1093 -0.3707 0.3403 -0.0764
C 2.7499 -3.6088 -0.0613 -0.4741 0.4312 -0.2295
C 1.4526 -3.4302 -0.4873 0.5171 -0.4031 0.1280
C 0.9471 -2.1508 -0.6732 0.1034 0.8791 0.0153
N 1.6367 -1.0232 -0.4137 0.2569 -1.6920 -0.2299
C 2.9608 -1.1933 -0.0579 0.2651 0.1438 0.1121
H 3.3562 1.8300 0.7597 -0.4877 -0.1850 -0.2503
H 3.4828 1.7026 -0.8517 -0.3099 -0.1464 0.1982
H 5.7186 0.7313 0.4677 0.0433 0.1364 0.0344
H 6.7576 -1.4852 0.7231 0.1188 -0.0372 0.0400
H 5.3912 -3.5232 0.5259 0.0326 -0.1317 0.0239
H 3.1547 -4.5910 0.1167 0.0555 -0.1860 -0.0166
H 0.8123 -4.2772 -0.6758 -0.0936 -0.0178 -0.0460
H -0.0610 -2.0137 -1.0414 0.0490 -0.1181 0.1318
O 2.1248 4.4566 0.5636 -0.4026 -0.3927 -0.2109
C 1.4166 3.6247 0.0725 0.4731 1.1065 -0.1766
O 1.0263 2.5180 0.7411 -0.1087 -0.6169 0.3766
C 0.8027 3.6320 -1.2937 0.0513 0.2160 -0.4021
C 0.2678 4.7294 -1.9422 0.5752 -0.8199 0.4138
C -0.5543 4.5327 -3.0684 -0.2024 -0.2821 -0.2942
C -0.9522 3.2780 -3.4750 0.0428 -0.0378 -0.0476
C -0.4498 2.1488 -2.7902 0.9794 1.1796 0.6603
C 0.5232 2.3303 -1.7673 -1.3469 -0.0375 0.1874
N -0.9349 0.8829 -2.8490 -1.2065 -2.3503 0.1022
O -1.7335 0.4059 -3.6504 1.5691 0.9825 1.3219
O -0.4951 0.0742 -1.8175 0.1173 1.2843 -0.8596
H 0.4668 5.7219 -1.5692 -0.0528 0.1228 0.0957
H -0.9398 5.4004 -3.5817 -0.0675 0.0082 -0.0731
H -1.6589 3.1517 -4.2797 -0.1051 -0.0429 -0.0704
H 1.3294 1.4993 -1.7241 0.4300 -0.1043 -0.6660
N -3.2988 2.5704 2.3059 -0.0634 0.0649 0.0504
C -2.0705 2.4230 1.8312 0.5414 -0.1830 0.4058
N -1.0224 2.4977 2.6512 -0.0559 0.3336 0.0182
S -1.8533 2.1056 0.1704 0.4616 -0.2316 -0.8033
H -3.4721 2.8382 3.2641 0.0080 0.0331 -0.0876
H -4.0908 2.4886 1.6885 0.0368 -0.0571 0.0101
H -1.1387 2.7727 3.6157 -0.0432 -0.0768 -0.0074
H -0.0972 2.6173 2.2411 -0.3793 -0.0506 0.1604
C -4.1429 -3.2087 -0.3088 0.1248 -0.3111 0.1961
N -3.1197 -2.3270 -0.7727 -0.0385 0.6647 0.0691
C -2.4203 -2.6880 -1.9624 -0.0416 -0.2331 -0.0934
C -2.8525 -1.0964 -0.0972 0.1771 -0.2544 -0.1249
C -1.8588 -1.1524 1.0707 -0.1674 0.4116 -0.7530
C -2.2055 -1.8211 2.2421 0.3315 0.2437 -0.0587
C -1.3936 -1.7554 3.3601 0.1726 0.0302 0.0277
C -0.2224 -1.0091 3.3390 0.0507 0.0769 0.0926
C 0.1458 -0.3801 2.1588 0.5859 0.4489 -0.9370
C -0.6499 -0.4508 1.0040 0.0930 -0.3786 0.8604
H -4.6326 -3.6877 -1.1590 -0.0657 -0.0202 0.0300
H -4.8936 -2.6560 0.2549 -0.0970 0.0140 0.0480
H -3.7373 -4.0000 0.3348 -0.1986 -0.1391 0.0511
H -3.1279 -2.9566 -2.7508 0.0126 -0.0441 -0.1216
H -1.7753 -3.5606 -1.8065 0.2179 -0.1015 -0.1272
H -1.8267 -1.8550 -2.3281 0.0136 -0.0274 -0.0268
H -3.7959 -0.7119 0.3093 0.0353 0.1203 -0.0391
H -2.4634 -0.3714 -0.8193 -0.3202 -0.1458 0.1627
H -3.1321 -2.3721 2.2958 -0.1344 -0.0312 -0.0964
H -1.6778 -2.2783 4.2591 -0.0054 -0.0405 0.1378
H 0.3903 -0.9309 4.2250 0.0870 0.0048 -0.0030
H 1.1144 0.2030 2.1273 -0.4373 -0.4628 0.2006
```
Positions in Å, forces in eV/Å.

These are the natural (NBO) partial charges, in e, on atoms 1 to 8:
1 W 1.55
2 N -0.80
3 C 0.07
4 C -0.16
5 C -0.18
6 C -0.13
7 C -0.11
8 C -0.05

***

Computed, not measured: C26H29AgN6O2S2Se3Te as an isolated structure, with ωB97M-V/def2-TZVPD.

Results
HOMO energy	-0.03933	Ha
net charge	-2
frontier orbital gap	5.12	eV

Geometry as XYZ:
```
70
Properties=species:S:1:pos:R:3:forces:R:3
Ag -0.5257 0.5069 0.0855 -0.3147 0.4561 -0.0391
Se -1.7231 1.7094 2.1811 0.1168 -0.1746 0.0027
Se -3.2931 2.9997 1.0033 0.0783 -0.0464 0.0037
Te -1.8448 4.0589 -0.7724 -0.0373 0.0857 0.0694
Se -1.1582 2.0602 -2.0759 0.0400 -0.1754 -0.0948
O -0.2854 -2.2916 2.3430 -0.0529 -0.0378 0.1448
S -1.6155 -1.9770 1.7111 0.4428 0.0926 -0.2258
C -2.3371 -3.5848 1.3375 -0.0977 -0.0640 0.0510
C -2.7332 -4.1569 2.6919 0.0690 -0.0040 -0.0647
C -3.5128 -3.0310 3.3707 -0.0497 0.0088 0.0398
C -2.7390 -1.7311 3.1211 -0.2036 0.0183 -0.0087
H -1.5878 -4.1184 0.7578 -0.0035 -0.0285 0.0232
H -3.1955 -3.4079 0.6848 -0.0269 -0.0001 -0.0061
H -1.8247 -4.3812 3.2573 -0.0081 -0.0131 0.0058
H -3.3129 -5.0780 2.6018 -0.0342 0.0045 -0.0032
H -3.6678 -3.2054 4.4383 0.0103 -0.0208 -0.0052
H -4.5008 -2.9559 2.9083 -0.0081 -0.0061 0.0129
H -2.0590 -1.4614 3.9256 0.0198 -0.0052 0.0724
H -3.3574 -0.8583 2.9167 -0.0083 -0.0139 -0.0215
C 2.5456 -2.7436 3.6211 0.1118 0.0456 0.0176
N 2.5920 -1.3343 4.0676 -0.1681 -0.0939 -0.1476
N 2.9145 -0.4967 2.9823 0.0414 -0.0959 0.2288
C 1.9959 0.5738 2.8983 -0.2095 0.0443 -0.2762
O 2.0689 1.4572 2.0720 0.2264 0.1499 0.3085
C 1.0431 0.3263 3.9682 0.1562 0.0230 0.0460
C 1.3970 -0.8142 4.5788 0.0159 -0.0116 -0.0135
C 0.6855 -1.5483 5.6648 -0.0184 0.0294 0.0517
C 4.2669 -0.3895 2.6303 0.0247 -0.0017 -0.2227
C 5.2696 -0.8610 3.4750 0.0086 0.0021 -0.0384
C 6.5995 -0.7541 3.0921 0.0061 -0.0294 0.0663
C 6.9440 -0.1746 1.8819 0.0054 0.0226 -0.0397
C 5.9381 0.2905 1.0424 0.0057 -0.0003 -0.0139
C 4.6058 0.1769 1.3981 0.0458 -0.0170 0.1206
H 3.4762 -2.9568 3.0959 -0.0038 0.0159 0.0479
H 1.6961 -2.9150 2.9594 -0.0240 -0.0059 -0.0147
H 2.4970 -3.3937 4.4935 -0.0223 0.0131 -0.0027
H 0.2023 0.9649 4.1836 -0.0532 -0.0024 -0.0703
H -0.3422 -1.7445 5.3665 -0.0280 -0.0128 -0.0295
H 0.6707 -0.9475 6.5758 -0.0165 0.0112 -0.0144
H 1.1585 -2.4993 5.8969 0.0302 0.0055 -0.0033
H 4.9965 -1.2997 4.4246 0.0123 0.0054 0.0042
H 7.3714 -1.1240 3.7572 0.0008 0.0010 -0.0086
H 7.9836 -0.0904 1.5912 0.0027 -0.0028 -0.0072
H 6.1863 0.7361 0.0867 0.0172 -0.0034 0.0018
H 3.8206 0.5208 0.7456 -0.0099 0.0087 -0.0007
C -0.2487 -3.8266 -6.2464 0.0120 -0.0077 -0.0228
C -0.8721 -4.0766 -4.8993 -0.0371 -0.0559 -0.0522
C -1.8241 -5.0744 -4.7099 0.0190 0.0390 0.0475
C -2.3122 -5.1841 -3.4133 -0.0280 -0.0709 -0.0990
N -1.9341 -4.4164 -2.4154 -0.0376 -0.0135 0.0475
C -1.0020 -3.4503 -2.6826 -0.0491 0.0050 0.0996
S -0.5006 -2.4315 -1.4138 0.1339 -0.0118 0.1585
N -0.4661 -3.2903 -3.9200 0.0767 0.0204 -0.1025
H -0.5509 -4.5750 -6.9807 -0.0096 -0.0088 0.0093
H 0.8375 -3.8284 -6.1539 0.0043 -0.0005 -0.0006
H -0.5388 -2.8392 -6.6077 -0.0051 0.0126 0.0059
H -2.1598 -5.7191 -5.5106 -0.0010 -0.0034 -0.0101
H -3.0554 -5.9459 -3.1756 0.0073 0.0133 0.0039
N 5.6015 1.9139 -4.2827 -0.0047 -0.0060 0.0521
C 4.7788 1.6220 -3.5335 0.0274 -0.0161 -0.1170
C 3.7504 1.2523 -2.5955 0.0683 0.1052 0.0129
C 3.1777 2.2283 -1.7825 -0.0842 -0.1558 0.0810
C 2.2004 1.8274 -0.8858 0.1079 -0.0489 -0.0564
N 1.8242 0.5548 -0.7656 -0.3321 -0.0855 0.0594
C 2.3585 -0.3686 -1.5551 0.0793 0.0043 -0.0978
C 3.3343 -0.0690 -2.4967 -0.0416 0.0781 0.0756
H 3.4692 3.2659 -1.8541 0.0202 0.0012 -0.0268
H 1.7077 2.5330 -0.2305 -0.0119 0.0196 -0.0029
H 1.9670 -1.3744 -1.4540 -0.0327 -0.0005 -0.0086
H 3.7396 -0.8401 -3.1357 0.0289 0.0097 -0.0028
```
Positions in Å, forces in eV/Å.

These are the natural (NBO) partial charges, in e, on atoms 1 to 8:
1 Ag 0.74
2 Se -0.76
3 Se -0.26
4 Te 0.09
5 Se -0.83
6 O -1.05
7 S 1.32
8 C -0.62

***

Computed, not measured: C26H29As2O8S4SiZr as an isolated structure, with ωB97M-V/def2-TZVPD.

Results
HOMO energy	-0.39444	Ha
net charge	+1
frontier orbital gap	7.09	eV

Geometry as XYZ:
```
71
Properties=species:S:1:pos:R:3:forces:R:3
Zr 0.7267 0.9829 0.5154 -3.5763 0.4020 -0.0910
S -0.7471 -0.8243 -0.5224 -0.0123 -0.3890 -0.1119
S -1.9603 0.8072 -0.9187 0.2428 0.0280 0.1303
S -2.4284 1.6997 0.8818 -0.0968 -0.0037 0.0046
S -0.7473 2.8451 1.2746 0.2052 -0.2058 -0.1384
C 3.8342 -4.2116 -3.0208 -0.0374 0.0132 -0.0097
C 3.0258 -3.1656 -3.4444 -0.0016 -0.0222 -0.0003
C 3.0554 -1.9488 -2.7761 0.0366 -0.1128 -0.0284
C 3.8873 -1.7655 -1.6708 0.0691 -0.2891 -0.0509
C 4.7146 -2.8251 -1.2710 0.0451 -0.0089 -0.0927
C 4.6886 -4.0400 -1.9380 0.0059 0.0560 0.0203
Si 4.0053 -0.1928 -0.7474 -0.0287 0.4450 0.3572
C 2.9917 1.2411 -1.4631 0.0978 -0.1066 0.0025
C 3.5829 2.5055 -1.4243 -0.0074 -0.0794 -0.0291
C 2.8432 3.6593 -1.6624 0.0513 -0.0155 0.0314
C 1.4856 3.5831 -1.9239 0.0677 0.0439 -0.0745
C 0.8788 2.3395 -2.0546 0.4523 -0.2332 -0.2869
C 1.6298 1.1685 -1.8479 0.4765 0.4349 -0.3614
H 3.8062 -5.1606 -3.5422 0.0164 0.0405 0.0067
H 2.3770 -3.2935 -4.3017 0.0170 -0.0054 0.0306
H 2.4400 -1.1396 -3.1452 -0.0278 0.0214 0.0083
H 5.3981 -2.6973 -0.4347 -0.0353 -0.0010 -0.0518
H 5.3400 -4.8459 -1.6239 -0.0306 0.0167 -0.0058
H 5.3925 0.2569 -0.5470 -0.0868 0.0110 -0.0538
H 4.6367 2.5946 -1.1804 -0.0596 0.0136 0.0246
H 3.3294 4.6264 -1.6244 0.0010 -0.0242 -0.0078
H 0.9068 4.4826 -2.0850 -0.0023 -0.0005 0.0047
H -0.1328 2.2685 -2.4116 -0.1951 -0.0049 0.0733
H 1.1823 0.2168 -2.0803 -0.1457 -0.1902 0.0402
C 2.2444 -3.0217 1.0518 0.0595 0.0379 0.0028
O 1.7057 -1.6942 0.8486 0.0092 -0.3076 -0.0430
C 2.3713 -0.6890 1.4751 0.3701 -0.2816 0.2606
O 3.5295 -0.3390 0.9091 0.1923 -0.0555 -0.1332
C 1.8058 -0.0788 2.5608 -0.0232 0.2072 -0.5384
C 2.2726 1.1970 3.1291 0.0401 0.1846 -0.1393
As 2.3829 1.5199 5.0342 -0.1981 -0.0895 -0.0656
C 3.0183 -0.2633 5.5547 -0.0191 0.0364 0.0257
C 0.4701 1.0945 5.4104 0.2859 -0.0214 0.3185
C -0.3433 0.3614 4.6682 -0.5535 0.0781 -0.3040
As -0.1538 -0.2167 2.8199 0.8259 -0.4733 0.5052
C -0.5623 -2.0852 3.0563 -0.1842 -0.0680 -0.1726
C -1.8122 0.0846 4.9257 0.0220 0.0767 0.1814
O -2.5868 0.4174 4.0648 -0.0473 0.0133 -0.0035
O -2.2286 -0.6197 5.9720 0.1780 -0.0836 0.0453
C -1.2961 -1.2700 6.8538 -0.1461 0.1088 -0.1663
C -0.0544 1.6686 6.6936 0.0861 0.3213 -0.1242
O -1.1883 2.0292 6.8674 -0.0576 -0.2170 -0.0293
O 0.9256 1.8167 7.5889 -0.0225 -0.0855 0.1148
C 0.5293 2.4541 8.8208 0.0729 -0.0350 0.0048
C 2.3606 2.2796 2.3015 0.0626 -0.3327 0.1873
O 2.1734 2.1779 0.9897 1.5805 1.0886 0.5019
O 2.5792 3.4864 2.7851 0.1495 0.4260 -0.0610
C 2.5841 4.5995 1.8741 0.0257 -0.0489 0.0942
H 1.6178 -3.6908 0.4722 -0.0244 -0.0138 -0.0308
H 2.1907 -3.2664 2.1116 -0.0215 -0.0179 0.0580
H 3.2715 -3.0780 0.6953 -0.1062 0.0091 0.0639
H 4.0608 -0.3690 5.2576 0.0038 0.0166 0.0005
H 2.4186 -1.0382 5.0821 -0.0011 -0.0760 -0.0170
H 2.9463 -0.3547 6.6368 0.0011 -0.0090 0.0167
H 0.1216 -2.5167 3.7792 0.0524 -0.0837 0.0666
H -0.4868 -2.5810 2.0948 0.0015 -0.0710 -0.0478
H -1.5879 -2.1557 3.4075 -0.0907 -0.0617 0.0512
H -1.8854 -1.9846 7.4161 -0.0444 -0.0387 0.0088
H -0.8476 -0.5607 7.5413 0.0411 0.0855 0.0527
H -0.5272 -1.7945 6.2897 0.0538 0.0016 -0.0085
H 1.4485 2.6428 9.3625 0.0354 -0.0136 0.0081
H -0.1222 1.7949 9.3900 -0.0232 -0.0177 -0.0076
H 0.0058 3.3813 8.6089 -0.0139 0.0411 -0.0217
H 2.7319 5.4744 2.4960 0.0021 0.0156 0.0480
H 1.6352 4.6748 1.3474 -0.0653 -0.0304 -0.0210
H 3.3990 4.5109 1.1603 0.0498 -0.0489 -0.0230
```
Positions in Å, forces in eV/Å.

These are the Mulliken partial charges, in e, on atoms 1 to 8:
1 Zr -0.46
2 S -0.20
3 S -0.03
4 S 0.03
5 S -0.13
6 C -0.47
7 C -0.82
8 C -0.34

***

| no. | E (Eh) |
| --- | --- |
| 1 | -2101.717150 |
| 2 | -9902.937233 |
| 3 | -8010.770600 |